(1)
Molecular formula: C3H5NO3
Method: DFT, ωB97M-V with the def2-TZVPD basis set

```
12
Properties=species:S:1:pos:R:3:forces:R:3:lowdin_charge:R:1
C -1.145571 -0.838667 0.150974 -0.3 4.1 0.8 -0.0789
C -0.183453 0.072567 0.250490 0.4 -0.6 -0.9 -0.2409
C 1.237799 -0.331188 0.170228 0.9 -1.2 -0.3 -0.4465
N 2.121785 0.761612 0.149082 -3.1 -1.7 0.9 0.1705
O 1.516026 -1.524471 0.013446 0.2 1.7 0.6 0.0445
O -2.415201 -0.314623 0.097818 -0.2 -0.4 -0.5 0.0214
O -0.386473 1.405783 0.051926 1.3 0.2 0.8 0.0629
H -1.107071 -1.841701 0.242412 0.8 -3.1 0.1 0.1030
H 1.500032 1.485648 -0.192366 1.2 0.9 -0.2 0.0836
H 2.963858 0.496285 -0.269650 1.4 0.2 -0.9 0.0842
H -2.843758 -0.981885 -0.436290 -1.1 0.1 -0.1 0.1010
H -1.257977 1.610635 -0.228071 -1.5 0.0 -0.3 0.0952
```
Positions in Å, forces in eV/Å.

Computed properties:
- structure (SMILES) = NC(=O)/C(O)=C/O
- total energy (a.u.) = -397.7646
- energy above the lowest of the compared OMol25 structures with the same formula, charge and spin (kcal per mole) = 45.3
- maximum force (hartree/bohr) = 0.081
- multiplicity = 1
- molar mass (g mol⁻¹) = 103.08
- gap between HOMO and LUMO (eV) = 9.376

---

(2)
Molecular formula: C3H5NO3
Method: DFT, ωB97M-V with the def2-TZVPD basis set

```
12
Properties=species:S:1:pos:R:3:forces:R:3:lowdin_charge:R:1
O -1.798125 1.661442 -1.196208 3.0 -0.4 3.9 -0.0074
C -1.359003 1.574467 -0.015970 -4.8 1.0 -1.5 -0.2647
C -0.138989 0.892851 0.581193 -0.3 -2.9 -2.8 0.1144
N -0.391728 -0.823821 -0.658297 -0.9 1.9 4.6 0.1877
C 0.561753 -1.535247 0.006948 4.4 -2.4 1.3 -0.6002
O 1.763919 -1.816513 -0.799935 -0.9 2.4 0.4 -0.0210
O 0.788897 -1.958300 1.151106 -3.1 1.7 -1.9 0.0504
H -2.249139 1.916597 0.793414 2.7 -0.7 -1.4 0.1670
H 0.944353 1.074374 0.261532 -1.8 0.2 0.6 0.1289
H -0.340364 0.379339 1.537722 0.4 0.6 -0.5 0.0941
H -0.042688 -0.248605 -1.371255 0.9 0.1 -1.7 0.0491
H 2.261115 -1.116584 -0.290250 0.5 -1.5 -1.1 0.1016
```
Positions in Å, forces in eV/Å.

Computed properties:
- total energy (a.u.) = -397.6280
- energy above the lowest of the compared OMol25 structures with the same formula, charge and spin (kcal per mole) = 131.0
- maximum force (hartree/bohr) = 0.100
- multiplicity = 1
- molar mass (g mol⁻¹) = 103.08
- gap between HOMO and LUMO (eV) = 8.321

---

(3)
Molecular formula: C3H5NO3
Method: DFT, ωB97M-V with the def2-TZVPD basis set

```
12
Properties=species:S:1:pos:R:3:forces:R:3:lowdin_charge:R:1
C -0.515387 1.080183 0.646166 2.8 1.6 3.5 -0.5000
C 0.771561 -0.651951 -0.372225 -3.6 0.9 -1.4 -0.3946
N -0.587230 -0.937480 -0.891158 2.1 -2.9 -1.0 0.0951
C 0.829784 0.365022 0.469309 -1.2 1.2 -0.5 0.0301
O -1.472210 0.336093 1.258870 -0.7 0.4 -0.5 0.0623
O 1.762713 -1.259052 -1.058225 -0.2 -0.1 0.2 0.0741
O -0.552223 2.301280 0.707306 -0.5 -1.3 -1.0 0.0790
H -2.111433 0.999784 1.584369 0.1 -0.3 -0.1 0.1342
H 2.356514 -0.577050 -1.413953 -0.2 -0.3 0.3 0.1305
H -1.529600 -0.662986 -0.624049 1.2 0.8 0.9 0.0864
H -0.668131 -1.950077 -0.959828 0.2 0.1 -0.5 0.0854
H 1.715640 0.956233 0.653418 -0.1 -0.1 0.2 0.1174
```
Positions in Å, forces in eV/Å.

Computed properties:
- structure (SMILES) = N/C(O)=C\C(=O)O
- total energy (a.u.) = -397.7475
- energy above the lowest of the compared OMol25 structures with the same formula, charge and spin (kcal per mole) = 56.0
- maximum force (hartree/bohr) = 0.092
- multiplicity = 1
- molar mass (g mol⁻¹) = 103.08
- gap between HOMO and LUMO (eV) = 9.528

---

(4)
Molecular formula: C3H5NO3P
Method: DFT, ωB97M-V with the def2-TZVPD basis set

```
13
Properties=species:S:1:pos:R:3:forces:R:3:lowdin_charge:R:1
C -0.239779 0.299735 0.228736 -0.4 1.5 0.4 -0.6907
C 2.064038 0.336497 -0.129992 -0.3 0.6 1.4 -0.7326
C -2.462208 0.504334 0.473985 -0.1 1.0 1.5 -0.1916
N -1.171639 1.068374 0.624851 0.4 0.7 -0.6 -0.0059
O -0.219474 -0.865980 -0.206984 -0.6 -0.6 0.1 -0.2045
O 0.971647 0.998756 0.299494 0.9 -0.4 -0.6 0.0332
O 3.117718 0.910240 -0.040075 0.8 0.1 -0.5 -0.0105
P 1.876549 -1.468938 -0.374756 1.2 -0.6 0.4 0.8420
H -2.625966 0.068951 1.440095 -0.9 -1.3 0.4 0.0582
H -3.150467 1.336519 0.480234 -0.6 0.2 -0.6 0.0499
H -2.567492 -0.162181 -0.354128 -0.3 -0.6 -0.5 0.0585
H 1.170372 -1.519177 -1.536425 0.3 -0.4 -1.3 -0.0948
H 3.236699 -1.507124 -0.905029 -0.4 -0.1 -0.1 -0.1112
```
Positions in Å, forces in eV/Å.

Computed properties:
- total energy (a.u.) = -739.1767
- energy above the lowest of the compared OMol25 structures with the same formula, charge and spin (kcal per mole) = 40.7
- charge = -1
- maximum force (hartree/bohr) = 0.035
- multiplicity = 1
- molar mass (g mol⁻¹) = 134.05
- gap between HOMO and LUMO (eV) = 8.296

---

(5)
Molecular formula: C3H5NO4
Method: DFT, ωB97M-V with the def2-TZVPD basis set

```
13
Properties=species:S:1:pos:R:3:forces:R:3:lowdin_charge:R:1
C -0.750540 1.389874 0.306945 -0.3 0.3 0.2 -0.1512
C -0.252676 -1.798055 -0.125549 -0.2 -0.4 -0.3 -0.1276
C 2.541100 -0.841902 -0.016605 -0.1 0.6 0.4 -0.3104
N 2.780242 0.258699 0.359027 0.1 0.8 0.6 0.0616
O 0.330948 1.757581 -0.068563 0.2 0.2 -0.2 -0.0336
O 3.092469 1.497562 -0.072941 0.3 0.4 -0.5 0.0050
O -0.494913 -0.917491 0.651565 -0.2 -0.1 0.4 -0.0269
O 2.228513 -1.966160 -0.034244 0.1 -1.4 -0.6 0.1158
H -1.558598 1.126168 -0.392591 0.1 0.0 -0.1 0.0924
H -1.039181 1.383074 1.368910 0.1 0.0 0.0 0.0943
H -0.136707 -1.615961 -1.203780 0.0 0.1 -0.1 0.1006
H -0.182127 -2.848163 0.180564 0.0 -0.1 0.1 0.0939
H 2.262599 2.017769 -0.022745 -0.1 -0.5 0.1 0.0863
```
Positions in Å, forces in eV/Å.

Computed properties:
- structure (SMILES) = O=C=NO.C=O.C=O
- total energy (a.u.) = -472.8858
- energy above the lowest of the compared OMol25 structures with the same formula, charge and spin (kcal per mole) = 115.2
- maximum force (hartree/bohr) = 0.029
- multiplicity = 1
- molar mass (g mol⁻¹) = 119.08
- gap between HOMO and LUMO (eV) = 10.724

---

(6)
Molecular formula: C3H5NOP
Method: DFT, ωB97M-V with the def2-TZVPD basis set

```
11
Properties=species:S:1:pos:R:3:forces:R:3:lowdin_charge:R:1
C 0.422585 0.682836 0.869384 0.2 4.6 -1.0 -0.5444
C 0.791447 0.515924 -0.578840 0.2 1.2 -1.6 -0.3111
C 0.073071 -1.581782 0.135293 2.2 -0.7 -2.3 -0.3587
N 0.512933 -0.883058 -0.892565 -1.4 0.5 1.9 -0.3976
O 0.501456 -1.236741 -2.095964 0.8 -0.9 -1.8 -0.1705
P -0.300305 -0.648467 1.562423 -0.3 -1.1 2.5 0.6085
H 0.234057 1.805549 1.131680 0.3 -2.3 0.0 0.0277
H 0.403192 1.163300 -1.476297 -0.5 -1.0 1.5 0.1141
H 1.851597 0.692761 -0.814939 0.3 -0.4 0.5 0.0864
H -1.636600 -1.094856 1.193275 -1.1 0.4 -0.1 -0.1287
H 0.113920 -2.629862 -0.106288 -0.8 -0.4 0.3 0.0742
```
Positions in Å, forces in eV/Å.

Computed properties:
- structure (SMILES) = [O-]N1C=[PH]=CC1
- total energy (a.u.) = -588.5240
- energy above the lowest of the compared OMol25 structures with the same formula, charge and spin (kcal per mole) = 14.4
- charge = -1
- maximum force (hartree/bohr) = 0.092
- multiplicity = 1
- molar mass (g mol⁻¹) = 102.05
- gap between HOMO and LUMO (eV) = 6.597

---

(7)
Molecular formula: C3H5NOS
Method: DFT, ωB97M-V with the def2-TZVPD basis set

```
11
Properties=species:S:1:pos:R:3:forces:R:3:lowdin_charge:R:1
C 0.417170 -1.317668 0.303129 0.8 -0.5 0.5 0.0218
C 0.632001 -0.080900 -0.116075 3.3 -1.4 1.9 -0.2804
C -0.219510 0.809884 -0.816488 -2.2 0.0 -0.3 -0.0752
N 2.306615 0.468372 0.221125 -3.8 -0.7 0.0 -0.7555
O 2.468932 1.418949 0.930188 -0.9 1.3 0.5 -0.0597
S 3.437536 -0.454209 -0.301542 2.0 -1.8 -1.3 0.7218
H 1.220937 -1.976985 0.670217 -0.3 0.7 -0.1 0.0569
H -0.547721 -1.832800 0.327323 0.1 0.6 -0.4 0.0774
H -1.260700 0.377869 -0.623855 1.1 1.1 -0.5 0.1270
H -0.000935 0.749146 -1.864215 0.0 -0.1 -0.8 0.0865
H -0.119061 1.838316 -0.546450 -0.2 0.7 0.5 0.0795
```
Positions in Å, forces in eV/Å.

Computed properties:
- structure (SMILES) = C=C(C)[N+]([O-])=S
- total energy (a.u.) = -645.3415
- energy above the lowest of the compared OMol25 structures with the same formula, charge and spin (kcal per mole) = 106.8
- maximum force (hartree/bohr) = 0.080
- multiplicity = 1
- molar mass (g mol⁻¹) = 103.15
- gap between HOMO and LUMO (eV) = 8.608

---

(8)
Molecular formula: C3H5NOS
Method: DFT, ωB97M-V with the def2-TZVPD basis set

```
11
Properties=species:S:1:pos:R:3:forces:R:3:lowdin_charge:R:1
C -0.627646 -0.045583 0.270785 0.0 0.7 0.1 -0.4337
C 0.514958 -1.064798 0.335593 -0.5 -0.1 -1.5 -0.4007
C 0.031964 1.315224 0.136080 0.2 0.3 0.7 -0.2474
H -0.780434 -0.176250 -1.620092 0.1 0.0 -0.6 0.0838
H -1.316972 -0.061614 1.135137 0.3 -0.3 -0.4 0.1522
H 0.783075 -1.284451 1.342708 0.1 -0.4 0.7 0.0608
H 0.256214 -1.981279 -0.264353 0.3 0.8 0.8 0.1040
H -0.604573 2.192476 0.228785 0.2 0.1 0.1 0.1197
N 1.253434 1.428512 -0.192226 -0.3 -1.2 -0.4 -0.2388
O -1.411281 -0.132639 -0.901947 -0.5 -0.6 0.1 -0.0273
S 1.901261 -0.189599 -0.470465 0.0 0.6 0.3 0.8275
```
Positions in Å, forces in eV/Å.

Computed properties:
- structure (SMILES) = O[C@@H]1C=NSC1
- total energy (a.u.) = -645.4595
- energy above the lowest of the compared OMol25 structures with the same formula, charge and spin (kcal per mole) = 32.7
- maximum force (hartree/bohr) = 0.031
- multiplicity = 1
- molar mass (g mol⁻¹) = 103.15
- gap between HOMO and LUMO (eV) = 9.700

---

(9)
Molecular formula: C3H5NOS
Method: DFT, ωB97M-V with the def2-TZVPD basis set

```
11
Properties=species:S:1:pos:R:3:forces:R:3:lowdin_charge:R:1
C 2.022986 -0.005233 -0.467220 0.0 0.6 -0.7 -0.1082
C 0.816069 0.057258 0.482227 0.7 -0.7 1.7 -0.6073
C -1.091648 1.124205 -0.193500 0.1 0.5 0.2 -0.3416
H 2.671836 -0.932836 -0.420162 -1.2 0.9 0.0 0.0958
H 1.676821 0.217745 -1.535472 0.5 -0.6 1.4 0.1052
H 2.669460 0.825688 -0.175442 0.1 0.0 -0.1 0.0668
H 1.063834 -0.078587 1.596027 0.1 0.3 -1.7 0.1248
H -1.490324 2.128558 -0.383301 -0.7 -0.8 -0.3 0.1402
N -1.572103 -0.032892 -0.390366 0.1 0.7 -0.2 -0.2644
O 0.121303 1.337691 0.383243 0.6 -1.6 -0.3 -0.0924
S -0.440111 -1.230577 0.103495 -0.3 0.7 -0.1 0.8811
```
Positions in Å, forces in eV/Å.

Computed properties:
- structure (SMILES) = C[C@H]1OC=NS1
- total energy (a.u.) = -645.4576
- energy above the lowest of the compared OMol25 structures with the same formula, charge and spin (kcal per mole) = 33.9
- maximum force (hartree/bohr) = 0.037
- multiplicity = 1
- molar mass (g mol⁻¹) = 103.15
- gap between HOMO and LUMO (eV) = 9.280

---

(10)
Molecular formula: C3H5NOS
Method: DFT, ωB97M-V with the def2-TZVPD basis set

```
11
Properties=species:S:1:pos:R:3:forces:R:3:lowdin_charge:R:1
C 1.669928 1.019761 -0.019261 -0.1 -2.1 -1.2 -0.5860
C -1.390473 0.303978 -0.348573 3.9 1.8 1.0 -0.1629
C -0.314238 -0.670142 0.216767 -1.9 -0.5 -0.3 -0.4416
N 2.138383 1.936055 0.463064 0.5 1.9 0.9 0.1258
O 2.546244 -1.502540 0.513002 0.7 -0.7 0.8 -0.3232
S 1.288112 -0.482982 -0.720416 -1.8 1.0 0.5 0.9686
H -1.059969 1.409207 -0.090668 -1.2 -2.2 -0.8 0.1261
H -1.554467 0.078622 -1.341313 0.3 0.4 -2.7 0.0346
H -2.291359 -0.005682 0.005281 -2.7 -0.2 2.1 0.0306
H -0.723351 -1.754720 0.028596 1.3 1.9 0.7 0.1223
H -0.308807 -0.331554 1.293523 1.0 -1.2 -1.0 0.1058
```
Positions in Å, forces in eV/Å.

Computed properties:
- total energy (a.u.) = -645.2724
- energy above the lowest of the compared OMol25 structures with the same formula, charge and spin (kcal per mole) = 44.3
- maximum force (hartree/bohr) = 0.085
- multiplicity = 3
- molar mass (g mol⁻¹) = 103.15
- gap between HOMO and LUMO (alpha / beta) (eV) = 8.703 / 9.292